Computed, not measured: a molecular structure, C36H69N8OP2 in a non-equilibrium geometry, with wB97M-V/def2-TZVPD.

Each line ends with the Löwdin charge.
Cartesian coordinates (Å):
C (-2.494, 1.863, -2.877)  -0.09
C (-1.639, 2.206, -1.663)  -0.26
C (-1.093, 3.647, -1.620)  -0.53
C (-2.062, 4.744, -2.051)  -0.12
P (0.496, 3.833, -2.515)  1.01
P (0.928, 2.325, -4.083)  0.56
O (2.376, 2.127, -4.187)  -0.45
H (-3.091, 2.689, -3.239)  0.07
H (-3.176, 1.064, -2.610)  0.09
H (-1.906, 1.483, -3.707)  0.04
H (-2.197, 2.051, -0.748)  0.10
H (-0.794, 1.523, -1.633)  0.07
H (-0.828, 3.850, -0.585)  0.12
H (-1.588, 5.715, -1.946)  0.06
H (-2.918, 4.735, -1.386)  0.10
H (-2.378, 4.658, -3.082)  0.07
H (0.507, 5.103, -3.114)  -0.01
H (1.532, 3.802, -1.593)  -0.01
H (0.267, 1.152, -3.688)  -0.01
H (0.359, 2.834, -5.264)  0.01
C (3.726, 2.055, 1.930)  -0.12
C (4.702, 1.799, 0.781)  -0.24
C (4.173, 2.337, -0.556)  -0.18
C (2.912, 1.688, -0.901)  -0.25
N (1.954, 1.136, -1.210)  0.16
H (2.771, 1.562, 1.772)  0.03
H (4.133, 1.676, 2.865)  0.08
H (3.538, 3.124, 2.054)  0.08
H (4.887, 0.729, 0.680)  0.12
H (5.662, 2.269, 0.994)  0.11
H (4.872, 2.152, -1.372)  0.13
H (4.008, 3.415, -0.489)  0.12
C (-2.755, 1.767, 3.965)  -0.10
C (-2.374, 1.013, 2.696)  -0.26
C (-1.092, 0.189, 2.858)  -0.18
C (0.050, 1.039, 3.188)  -0.21
N (0.932, 1.706, 3.497)  0.18
H (-1.986, 2.490, 4.243)  0.07
H (-3.687, 2.313, 3.823)  0.07
H (-2.891, 1.081, 4.802)  0.08
H (-2.247, 1.719, 1.871)  0.09
H (-3.183, 0.336, 2.416)  0.11
H (-0.856, -0.355, 1.943)  0.12
H (-1.210, -0.541, 3.662)  0.10
C (0.503, -2.913, 3.999)  -0.11
C (0.125, -4.081, 4.902)  -0.25
C (-1.303, -3.979, 5.436)  -0.18
C (-1.502, -2.772, 6.228)  -0.23
N (-1.664, -1.798, 6.808)  0.16
H (0.479, -1.963, 4.538)  0.06
H (1.514, -3.045, 3.614)  0.08
H (-0.180, -2.842, 3.146)  0.06
H (0.827, -4.135, 5.735)  0.12
H (0.223, -5.010, 4.343)  0.08
H (-1.553, -4.838, 6.058)  0.12
H (-2.011, -3.953, 4.605)  0.11
C (-4.376, 7.133, -4.872)  -0.11
C (-3.955, 8.124, -3.794)  -0.25
C (-2.655, 8.864, -4.134)  -0.18
C (-1.538, 7.934, -4.287)  -0.23
N (-0.663, 7.201, -4.419)  0.14
H (-3.632, 6.345, -5.004)  0.06
H (-5.319, 6.656, -4.607)  0.08
H (-4.512, 7.630, -5.833)  0.08
H (-3.835, 7.603, -2.841)  0.10
H (-4.741, 8.865, -3.652)  0.11
H (-2.396, 9.574, -3.349)  0.12
H (-2.760, 9.421, -5.066)  0.13
C (-1.716, -6.779, 0.812)  -0.11
C (-1.337, -5.306, 0.914)  -0.25
C (0.168, -5.056, 0.712)  -0.22
C (0.961, -5.750, 1.725)  -0.24
N (1.571, -6.289, 2.535)  0.14
H (-1.225, -7.372, 1.586)  0.07
H (-2.791, -6.907, 0.928)  0.07
H (-1.434, -7.188, -0.159)  0.06
H (-1.636, -4.919, 1.892)  0.09
H (-1.886, -4.739, 0.161)  0.10
H (0.393, -3.991, 0.777)  0.11
H (0.489, -5.407, -0.272)  -0.08
C (3.046, -4.852, -3.874)  -0.14
C (3.582, -5.824, -2.831)  -0.25
C (2.567, -6.912, -2.475)  -0.16
C (1.358, -6.313, -1.920)  -0.10
N (0.408, -5.842, -1.478)  0.18
H (2.159, -4.333, -3.511)  0.05
H (3.787, -4.095, -4.120)  0.07
H (2.781, -5.368, -4.797)  0.07
H (3.856, -5.279, -1.925)  0.11
H (4.492, -6.300, -3.200)  0.11
H (2.974, -7.604, -1.737)  0.13
H (2.292, -7.490, -3.358)  0.13
C (-1.865, -3.258, -5.184)  -0.10
C (-1.476, -1.786, -5.248)  -0.27
C (-0.423, -1.491, -6.325)  -0.19
C (0.818, -2.223, -6.069)  -0.21
N (1.796, -2.790, -5.863)  0.18
H (-1.012, -3.884, -4.921)  0.07
H (-2.634, -3.421, -4.431)  0.08
H (-2.256, -3.601, -6.143)  0.08
H (-1.094, -1.470, -4.274)  0.10
H (-2.363, -1.183, -5.459)  0.10
H (-0.189, -0.426, -6.350)  0.10
H (-0.795, -1.771, -7.311)  0.12
C (0.993, 0.605, 6.920)  -0.12
C (1.558, 1.445, 8.058)  -0.25
C (2.908, 2.079, 7.704)  -0.19
C (3.913, 1.064, 7.388)  -0.25
N (4.695, 0.267, 7.125)  0.14
H (1.650, -0.234, 6.687)  0.07
H (0.022, 0.191, 7.193)  0.04
H (0.866, 1.199, 6.015)  0.04
H (1.667, 0.827, 8.950)  0.11
H (0.859, 2.245, 8.309)  0.11
H (3.283, 2.682, 8.531)  0.12
H (2.805, 2.729, 6.834)  0.12

Results
- total energy (hartree) = -2608.738166
- LUMO (Eh) = -0.1269
- multiplicity = 1
- frontier orbital gap (Eh) = 0.279
- net charge = +1